Computed, not measured: a cluster of 12 separate species, C68H172N12O22 in total in a non-equilibrium geometry, with ωB97M-V/def2-TZVPD.

## Properties
**Calculated total energy**: -136212.586 eV
**Net charge**: 0
**Max |F|**: 3.42 eV/Å
**Frontier orbital gap**: 8.7 eV
**Structure (SMILES)**: COC[C@H](C)N.COC[C@H](C)N.COCCNCCOC.COCCNCCOC.COCCNCCOC.COCCNCCOC.COCCNCCOC.COCCNCCOC.COCCNCCOC.COCCNCCOC.COCCNCCOC.COCCNCCOC
**Energy relative to the best compared isomer or geometry (same formula, charge and spin)**: 4.136 eV

Structure (XYZ):
```
274
C68H172N12O22 ωB97M-V/def2-TZVPD
C -2.84763 3.35335 1.40786
O -3.45426 2.19654 0.90292
C -3.40115 2.25883 -0.56315
C -4.00584 1.00079 -1.30838
C -5.43196 0.63226 -0.78246
N -3.12752 -0.12195 -1.24950
H -3.40461 4.25573 1.15572
H -1.82429 3.47095 1.05142
H -2.76145 3.32967 2.49418
H -3.99691 3.07754 -0.96674
H -2.39038 2.41594 -0.93968
H -4.07635 1.23887 -2.36972
H -6.07180 1.51416 -0.75166
H -5.45713 0.43350 0.28897
H -5.85087 -0.18860 -1.36453
H -2.22866 0.30936 -1.41113
H -3.17220 -0.57109 -0.34597
C 0.77118 1.52859 -2.27053
O 0.00642 1.14863 -1.15164
C 0.67620 1.26446 0.09413
C -0.22026 0.56929 1.18185
C 0.31921 0.79821 2.60859
N -0.16519 -0.83847 0.99950
H 1.63805 0.87704 -2.38055
H 1.23296 2.51280 -2.19197
H 0.16272 1.38912 -3.16408
H 1.61461 0.72037 -0.01296
H 0.93040 2.27217 0.42275
H -1.21777 1.00256 1.10868
H 1.26250 0.25205 2.60372
H -0.31481 0.38773 3.39448
H 0.58617 1.82952 2.83933
H -0.19977 -1.01777 0.00614
H -1.03049 -1.19326 1.38091
C 2.49378 0.87131 6.93841
O 2.03167 2.22522 7.04856
C 0.98004 2.45996 6.15901
C -0.27149 1.67856 6.48518
N -1.36985 2.29599 5.70058
C -2.63410 1.68131 6.11024
C -3.74452 2.01666 5.10544
O -3.97707 3.41764 5.14495
C -5.09238 3.70826 4.23701
H 3.39761 0.79559 7.54293
H 2.76614 0.57694 5.92486
H 1.71348 0.24232 7.36689
H 1.30038 2.36265 5.12170
H 0.75749 3.52524 6.22041
H -0.40226 1.77166 7.56330
H -0.21139 0.63048 6.19192
H -1.46985 3.24898 6.01981
H -2.92041 2.01949 7.10612
H -2.54508 0.59935 6.20787
H -4.66630 1.53325 5.42909
H -3.48078 1.64036 4.11704
H -5.96471 3.38516 4.80513
H -4.96264 3.30425 3.23301
H -5.09250 4.77853 4.03055
C -0.35928 -4.80171 1.68621
O -1.23449 -5.91878 1.62935
C -0.61054 -7.09337 1.10076
C 0.56451 -7.66470 1.88993
N 0.94983 -9.02024 1.54041
C 1.56079 -9.78941 2.62769
C 2.81224 -9.10015 3.31592
O 3.98200 -9.00064 2.44922
C 4.46668 -10.24057 1.81619
H -0.95826 -3.94566 1.99687
H 0.03323 -4.56829 0.69649
H 0.40322 -5.00231 2.43883
H -0.28127 -7.03082 0.06357
H -1.43897 -7.79888 1.03698
H 0.43928 -7.60097 2.97083
H 1.44393 -7.06177 1.66368
H 1.70481 -8.83516 0.89554
H 1.78105 -10.79385 2.26615
H 0.84082 -9.85753 3.44322
H 3.12432 -9.71280 4.16172
H 2.56215 -8.16032 3.80816
H 5.22959 -9.93435 1.10044
H 3.67081 -10.76977 1.29211
H 4.87047 -10.95137 2.53716
C 4.97186 0.45058 3.53449
O 5.24051 -0.28483 2.40102
C 4.10407 -0.56635 1.58963
C 3.30355 -1.75805 2.17301
N 4.09327 -2.94428 1.99188
C 3.63788 -4.06933 2.75627
C 4.60415 -5.33280 2.81823
O 5.63620 -5.05785 3.73032
C 6.60670 -6.15814 3.81362
H 5.84917 0.42598 4.18089
H 4.11688 0.13090 4.13025
H 4.98691 1.47586 3.16479
H 4.42272 -0.77022 0.56737
H 3.52212 0.35058 1.49643
H 2.30324 -1.84070 1.74799
H 3.21207 -1.64354 3.25310
H 4.95104 -2.62414 2.41832
H 2.65657 -4.37264 2.39141
H 3.33987 -3.75769 3.75735
H 4.97846 -5.56632 1.82151
H 4.02267 -6.19265 3.15084
H 7.01762 -6.30579 2.81489
H 6.04065 -7.03287 4.13379
H 7.42642 -5.81334 4.44393
C -0.21705 5.89343 -0.20298
O -1.59430 6.13848 -0.01599
C -2.34256 6.03946 -1.23112
C -3.75262 6.51823 -0.97494
N -3.89176 7.98261 -1.14133
C -5.22646 8.60392 -1.17021
C -5.08411 10.12446 -1.05318
O -5.02835 10.71456 -2.35396
C -4.87848 12.13402 -2.27734
H -0.11286 4.87166 -0.56797
H 0.27521 6.02931 0.75999
H 0.27110 6.49163 -0.97237
H -2.37938 5.04769 -1.68182
H -1.84707 6.62253 -2.00741
H -4.10780 6.24993 0.02003
H -4.38531 5.99717 -1.69349
H -3.35965 8.18508 -0.30708
H -5.82946 8.15646 -0.38011
H -5.66491 8.40600 -2.14831
H -4.20165 10.33983 -0.45069
H -5.90620 10.52584 -0.46060
H -4.05442 12.42832 -1.62739
H -5.83032 12.57580 -1.98250
H -4.71259 12.57413 -3.26065
C 1.40216 -2.77060 -12.49087
O 1.29584 -2.57204 -11.10314
C 0.26785 -1.63409 -10.69014
C 0.03003 -1.58671 -9.16165
N 1.31025 -1.16996 -8.55339
C 1.43280 -1.46335 -7.16475
C 0.37833 -0.77197 -6.21313
O -0.97255 -1.31464 -6.24347
C -1.70643 -0.95571 -5.09685
H 2.31996 -3.35393 -12.56471
H 1.51573 -1.84197 -13.05021
H 0.57879 -3.36808 -12.88226
H -0.69463 -1.93553 -11.10349
H 0.68715 -0.69637 -11.05479
H -0.31425 -2.56029 -8.81276
H -0.70431 -0.84952 -8.83700
H 1.95273 -1.74273 -9.08183
H 2.38648 -1.03623 -6.85466
H 1.49903 -2.55043 -7.12032
H 0.32324 0.27155 -6.52321
H 0.80769 -0.86128 -5.21525
H -2.74639 -1.26308 -5.20694
H -1.82755 0.07920 -4.77685
H -1.34409 -1.55671 -4.26282
C -3.12712 -7.15722 -1.89065
O -2.97399 -5.73161 -1.96018
C -4.10547 -5.09729 -2.58185
C -3.86901 -3.55080 -2.63655
N -4.19904 -2.91907 -1.35654
C -3.39603 -3.45032 -0.17361
C -3.73108 -2.66467 1.12126
O -3.07587 -1.35685 1.06492
C -3.11705 -0.68732 2.32562
H -4.13303 -7.38783 -1.53984
H -2.36074 -7.61366 -1.26420
H -3.16280 -7.50409 -2.92338
H -4.96597 -5.26804 -1.93494
H -4.30579 -5.39400 -3.61139
H -4.42703 -3.01572 -3.40493
H -2.84138 -3.28312 -2.88237
H -3.99953 -1.93839 -1.49283
H -2.36109 -3.30802 -0.48468
H -3.50895 -4.52924 -0.06741
H -3.51824 -3.29675 1.98340
H -4.80575 -2.48406 1.09796
H -4.10951 -0.53509 2.74984
H -2.72829 0.32425 2.20864
H -2.55483 -1.15832 3.13193
C 7.99154 4.92578 -3.23988
O 6.80544 5.25612 -2.56689
C 5.58650 4.83874 -3.25249
C 4.45811 5.23264 -2.29202
N 4.49425 4.31824 -1.11203
C 3.27106 4.41354 -0.28034
C 3.60403 4.01815 1.13035
O 2.52009 4.37387 1.92763
C 2.46123 3.78623 3.20335
H 7.98137 5.41241 -4.21517
H 8.10794 3.84377 -3.17826
H 8.72327 5.45354 -2.62820
H 5.64741 3.77932 -3.50150
H 5.35989 5.32937 -4.19906
H 3.51726 5.11452 -2.82956
H 4.44882 6.29012 -2.02794
H 5.33298 4.50341 -0.58069
H 2.37559 3.87978 -0.59867
H 2.88865 5.43270 -0.33680
H 4.42881 4.66608 1.42703
H 3.86659 2.97412 1.30106
H 3.29332 4.09827 3.83452
H 2.37530 2.70583 3.08739
H 1.54533 4.13263 3.68212
C -0.80430 -5.08014 4.98424
O -0.15893 -3.79965 4.77774
C -0.80101 -2.63748 5.41063
C -0.96618 -2.66044 6.94815
N 0.36807 -2.50105 7.50460
C 0.37582 -2.59848 8.96143
C 1.72413 -2.34998 9.59662
O 2.55718 -3.49280 9.56408
C 3.94843 -3.14475 9.77353
H -0.96080 -5.43744 6.00206
H -0.02903 -5.71497 4.55524
H -1.74004 -5.06091 4.42559
H -1.75457 -2.44146 4.92033
H -0.19662 -1.77302 5.13585
H -1.49087 -3.53341 7.33640
H -1.56160 -1.80886 7.27736
H 1.05065 -3.05881 7.01158
H 0.02135 -3.61612 9.12530
H -0.34098 -1.89654 9.38756
H 1.59981 -2.13106 10.65715
H 2.12978 -1.44499 9.14438
H 4.56396 -3.89954 9.28413
H 4.13690 -3.19605 10.84589
H 4.11802 -2.17702 9.30146
C 3.54465 1.67442 -5.07349
O 3.62946 0.37359 -4.58551
C 4.70393 0.32279 -3.61918
C 4.83951 -1.08397 -2.98217
N 3.56325 -1.42084 -2.28879
C 3.60742 -2.81376 -1.79623
C 2.13593 -3.18482 -1.46903
O 1.39729 -3.58147 -2.64028
C -0.04793 -3.46157 -2.47547
H 2.67371 1.78463 -5.71957
H 4.43227 1.95724 -5.63938
H 3.43328 2.37522 -4.24611
H 4.64796 1.11468 -2.87228
H 5.70196 0.55581 -3.99032
H 5.68057 -0.93644 -2.30472
H 5.13339 -1.76742 -3.77882
H 2.72800 -1.17455 -2.80047
H 4.20647 -2.85998 -0.88678
H 4.00532 -3.46083 -2.57795
H 1.69800 -2.28111 -1.04523
H 2.21996 -3.93083 -0.67876
H -0.31654 -3.40971 -3.53058
H -0.33885 -2.55203 -1.94994
H -0.45409 -4.31624 -1.93446
C -7.17693 6.13619 -3.26661
O -6.19913 5.17637 -3.39655
C -6.38640 4.25765 -4.51720
C -5.36698 3.09800 -4.54039
N -4.01790 3.54971 -4.94985
C -3.04767 2.49363 -5.09881
C -1.62948 3.04508 -5.10581
O -1.41510 3.91829 -4.04387
C -0.22094 4.66820 -4.02167
H -8.16198 5.90930 -3.67439
H -6.84477 7.04581 -3.76700
H -7.30296 6.17937 -2.18478
H -6.37204 4.81571 -5.45339
H -7.38487 3.82412 -4.57393
H -5.70240 2.34055 -5.24881
H -5.36020 2.65229 -3.54570
H -3.63507 4.14768 -4.23154
H -3.10962 2.13069 -6.12473
H -3.11092 1.65001 -4.41150
H -1.41964 3.54032 -6.05387
H -0.86405 2.28105 -4.96992
H -0.07819 5.37852 -4.83602
H 0.72531 4.13592 -4.11862
H -0.04214 5.27259 -3.13239
```



Computed, not measured: a cluster of 2 separate species, C29H28O7P in total in a non-equilibrium geometry, with ωB97M-V/def2-TZVPD.

## Properties
**Calculated total energy**: -54149.972 eV
**Net charge**: -1
**Max |F|**: 3.01 eV/Å
**Frontier orbital gap**: 4.7 eV

Structure (XYZ):
```
65
C29H28O7P ωB97M-V/def2-TZVPD
C 3.01991 -1.82968 -0.48479
C 3.27090 -1.49479 0.97474
C 4.61817 -2.07763 1.42006
O 3.28801 -0.08145 1.20033
C 2.10734 0.61056 1.32385
O 2.09574 1.80730 1.14030
C 0.90148 -0.15823 1.69580
C -0.28778 0.51420 1.88864
C -1.55643 -0.04950 1.47458
C -1.61777 -1.16622 0.58678
C -2.81278 -1.83993 0.36435
C -4.00841 -1.34404 0.88845
C -3.99688 -0.13084 1.59061
C -2.79719 0.52443 1.85297
C 1.03790 -1.62492 1.93843
O 0.14816 -2.37276 2.28343
O 2.30570 -2.12943 1.83256
H 2.07394 -1.43064 -0.86765
H 3.85403 -1.42787 -1.07130
H 3.02976 -2.91982 -0.59500
H 4.76242 -1.84541 2.47866
H 4.61199 -3.16598 1.29625
H 5.44380 -1.66570 0.83232
H -0.24615 1.52144 2.29637
H -0.70788 -1.48299 0.07651
H -2.79116 -2.78145 -0.19038
H -4.93397 -1.91921 0.78602
H -4.93824 0.27888 1.95948
H -2.80317 1.50323 2.33945
C -5.89952 4.06565 4.07927
C -4.57010 4.27173 3.38244
O -3.59212 3.66811 4.26965
C -2.27241 3.62377 3.86175
C -1.46504 3.26257 5.00043
P 0.05856 3.93998 5.52022
C 0.31804 5.53068 4.67686
C -0.64740 6.53774 4.65680
C -0.38315 7.75463 4.01156
C 0.84266 7.97098 3.37534
C 1.81602 6.96837 3.42496
C 1.56308 5.75875 4.08018
C 0.11392 4.42689 7.28567
C -0.48132 5.59429 7.78451
C -0.15830 6.07322 9.06162
C 0.74252 5.37090 9.87452
C 1.27790 4.15764 9.41745
C 0.94279 3.68252 8.14521
O 1.15458 2.95164 5.27192
O -1.96608 3.75965 2.67512
H -6.72722 4.38231 3.44919
H -6.04787 3.01074 4.33426
H -5.91820 4.65903 4.99932
H -4.54689 3.79542 2.39326
H -4.33220 5.34061 3.26486
H -1.81288 2.41201 5.55805
H -1.60201 6.39656 5.16996
H -1.14022 8.53968 4.02703
H 1.04444 8.91690 2.86306
H 2.78730 7.12501 2.95709
H 2.31832 4.97410 4.14109
H -1.18894 6.15694 7.17829
H -0.60417 7.00686 9.41518
H 1.02066 5.76326 10.85682
H 1.96545 3.58920 10.05229
H 1.35308 2.73634 7.79500
```



The records above yield HOMO level values of -8.07; -3.35 eV, respectively.